No. 1
20
Properties=species:S:1:pos:R:3:forces:R:3 method="wB97M-V/def2-TZVPD" de_lowest_kcal_mol=82.36 smiles="CNC(=O)O.CNC" energy_ev=-11415.646 mol_weight_g_mol=120.152
C -2.034 0.292 1.223 0.410 0.093 -0.251
N -0.765 -0.400 1.340 0.983 0.465 0.048
C 0.507 0.255 1.109 -0.484 -0.808 2.993
O 1.523 -0.272 1.586 -0.772 0.463 -1.479
O 0.388 1.651 1.147 0.259 -0.269 -0.240
H -2.027 1.266 1.717 -0.108 -0.025 0.040
H -2.233 0.446 0.161 -0.278 0.129 -0.046
H -2.840 -0.324 1.627 0.182 0.036 -0.014
H -0.691 -1.083 2.085 0.213 0.330 -0.254
H 1.260 1.926 1.476 -0.232 -0.017 -0.163
C 1.643 0.436 -1.677 -0.384 -0.376 -0.057
N 0.408 0.180 -0.961 -1.541 -2.872 1.454
C -0.181 -1.473 -1.015 1.947 2.963 -2.239
H 2.468 0.037 -1.084 0.194 -0.031 -0.181
H 1.618 -0.012 -2.676 0.205 -0.111 0.064
H 1.787 1.510 -1.832 -0.110 -0.140 0.250
H -0.176 1.003 -0.846 -0.504 -0.755 -0.682
H 0.648 -2.025 -0.580 -0.186 0.194 0.321
H -1.162 -1.823 -0.702 0.146 1.078 0.526
H -0.140 -1.590 -2.097 0.061 -0.346 -0.092



No. 2
20
Properties=species:S:1:pos:R:3:forces:R:3 method="wB97M-V/def2-TZVPD" de_lowest_kcal_mol=273.47 spin_multiplicity=2 energy_ev=-11398.753 mol_weight_g_mol=120.152 s2=0.76 total_charge=+1
O 2.209 1.940 -2.051 0.142 -0.907 -0.140
C 2.858 2.676 -2.975 0.804 1.439 -0.982
N -2.050 1.421 0.311 1.598 -1.568 -1.465
C -1.212 0.810 -0.333 -0.230 1.668 0.188
C -1.908 -1.681 2.156 0.566 1.220 0.430
C -0.956 -0.631 2.017 4.415 -2.943 2.365
N 0.383 -0.969 1.652 -3.370 1.991 -1.012
H 3.946 2.438 -3.285 -1.457 -0.495 0.777
H 2.861 3.742 -2.637 -0.165 -0.471 -0.849
H -1.057 -0.292 -0.599 -0.383 -0.379 0.073
H -0.294 1.343 -0.765 -0.617 0.027 0.158
H -1.781 -2.703 1.819 0.737 0.325 -0.705
H -2.615 -1.644 2.974 -0.833 1.110 -0.521
H -1.077 0.354 2.443 -0.489 -0.056 0.145
H -1.964 -0.859 1.164 -1.809 -1.107 0.058
H -0.256 -3.654 -0.372 0.014 0.066 -0.176
H 0.915 -0.162 1.340 0.176 0.085 0.333
H 0.293 -1.657 0.878 0.492 -1.280 0.342
H 2.301 2.520 -3.981 0.479 0.370 1.289
O -0.594 -2.993 0.244 -0.070 0.905 -0.307



No. 3
20
Properties=species:S:1:pos:R:3:forces:R:3 method="wB97M-V/def2-TZVPD" de_lowest_kcal_mol=6.29 spin_multiplicity=2 energy_ev=-11382.251 mol_weight_g_mol=120.152 s2=0.76 total_charge=+3
O -0.249 1.506 -2.501 0.345 0.534 0.114
C -0.482 0.913 -1.438 -0.547 -0.984 0.035
O -1.397 -0.016 -1.434 -0.017 0.906 0.065
C 0.135 1.159 -0.068 0.455 -0.113 1.176
C 0.650 -0.169 0.669 -0.643 -0.107 -1.469
C -0.387 -1.202 1.146 -1.666 0.576 0.071
N -0.505 -2.433 0.285 1.349 0.091 1.382
N 1.275 2.200 -0.027 -1.705 -0.717 -1.148
H -2.103 0.152 -2.107 0.021 -0.475 -0.264
H -0.744 1.567 0.454 0.194 0.173 0.127
H 1.202 0.151 1.541 0.346 0.260 0.158
H 1.313 -0.602 -0.089 0.404 -0.241 0.544
H -1.392 -0.780 1.233 -0.041 0.150 -0.531
H -0.298 -1.484 2.178 1.046 -0.475 0.417
H -1.049 -3.184 0.696 -0.530 -0.237 0.676
H -0.966 -2.214 -0.567 -0.130 -0.030 -1.393
H 0.430 -2.854 0.179 -0.207 -0.011 -0.592
H 0.982 3.011 0.543 0.474 -0.036 0.058
H 2.136 1.762 0.294 0.441 0.168 0.437
H 1.449 2.517 -0.987 0.411 0.567 0.134



No. 4
21
Properties=species:S:1:pos:R:3:forces:R:3 method="wB97M-V/def2-TZVPD" de_lowest_kcal_mol=184.02 energy_ev=-19290.581 mol_weight_g_mol=148.238
C -0.500 -1.513 -1.171 0.186 1.116 0.059
C -1.159 1.715 -0.859 1.664 0.365 -1.108
C -2.440 -0.354 0.907 1.825 0.018 2.919
C 0.629 0.441 1.213 0.841 2.446 -4.066
N 2.597 -0.719 0.346 1.588 -1.804 0.958
N 2.151 0.413 0.163 -2.669 1.180 1.326
O 2.573 1.395 -0.432 0.046 -0.249 0.165
O 3.947 -0.890 -0.091 -0.589 0.696 -0.308
Si -0.834 0.077 -0.024 -0.586 -1.468 0.370
H -0.617 -1.229 -2.257 -0.278 -0.416 1.051
H 0.579 -1.809 -1.096 -1.040 -0.058 0.224
H -1.223 -2.327 -0.850 1.066 0.904 -0.586
H -0.365 1.686 -1.703 -1.585 0.468 0.800
H -2.211 1.823 -1.213 0.980 -0.112 -0.009
H -0.867 2.605 -0.245 -0.412 -0.801 -0.367
H -3.257 -0.349 0.232 -0.933 0.280 -0.502
H -2.291 -1.430 1.235 -0.404 1.218 0.030
H -2.603 0.351 1.870 0.116 -1.689 -2.278
H 0.506 1.576 1.302 0.663 -1.583 0.547
H 1.017 -0.104 2.023 0.027 -0.539 1.033
H 4.369 -1.358 0.650 -0.509 0.027 -0.258



No. 5
21
Properties=species:S:1:pos:R:3:forces:R:3 method="wB97M-V/def2-TZVPD" de_lowest_kcal_mol=136.07 energy_ev=-13460.401 mol_weight_g_mol=136.151
C 0.666 1.832 -0.130 -1.119 -0.078 0.257
C 2.705 0.860 0.300 -0.291 -0.718 0.146
O -0.251 1.571 0.716 0.528 -0.190 -0.366
H -0.882 0.693 0.485 0.115 -0.070 -0.253
H 0.613 1.407 -1.129 0.157 -0.203 0.065
H 1.210 2.756 0.028 0.118 -0.130 0.107
H 3.055 1.466 -0.533 -0.145 -0.022 -0.038
H 3.402 0.018 0.380 0.141 0.093 0.019
H 2.750 1.405 1.240 0.005 0.048 0.000
C -2.663 -0.801 -0.699 0.201 -0.090 0.035
N -1.457 -0.668 0.117 0.660 0.029 0.250
C -0.094 -1.048 -0.572 -0.481 0.602 0.595
N 0.894 -1.258 0.258 -0.162 -0.491 -0.021
O -1.652 -1.294 1.389 0.070 0.121 -0.487
O -0.081 -0.830 -1.774 -0.223 -0.066 -0.048
H -1.724 -2.247 1.215 0.039 0.110 -0.027
H 1.797 -0.007 0.205 0.498 1.036 -0.199
H 0.591 -1.355 1.220 -0.215 -0.012 -0.035
H -3.505 -0.361 -0.164 0.073 0.010 -0.014
H -2.494 -0.284 -1.639 0.008 -0.015 0.009
H -2.878 -1.853 -0.914 0.020 0.036 0.004



No. 6
20
Properties=species:S:1:pos:R:3:forces:R:3 method="wB97M-V/def2-TZVPD" de_lowest_kcal_mol=123.40 energy_ev=-20200.764 mol_weight_g_mol=136.220
C -2.778 -0.336 -1.891 2.711 -1.048 -1.135
C 2.009 0.398 2.236 0.359 -4.964 0.816
C 1.930 1.852 0.453 -0.645 3.598 -0.578
C -1.568 -0.911 0.632 1.673 0.026 -2.710
N 1.514 -0.299 0.091 -1.413 -5.887 -2.562
N 1.866 0.499 0.943 0.193 3.439 3.310
O -1.196 1.378 -0.680 0.234 3.352 0.544
S -1.116 0.005 -1.080 -1.895 -4.200 1.243
H -3.245 -1.246 -1.510 0.052 0.153 -0.254
H -2.420 -0.410 -2.964 -1.166 -0.022 1.010
H -3.300 0.552 -1.691 -0.976 1.043 0.116
H 1.958 1.160 2.906 0.269 2.505 1.088
H 2.027 -0.647 2.730 -0.262 1.685 -1.297
H 0.904 2.374 0.560 1.497 -1.159 -0.119
H 2.662 2.449 1.051 -0.545 -0.643 -0.564
H 2.176 1.933 -0.632 -0.078 -0.607 0.988
H -0.862 -0.386 1.220 0.243 0.709 1.094
H -2.592 -0.825 0.876 -0.977 0.466 0.251
H -1.248 -1.942 0.613 -0.068 -0.443 -0.230
H 1.258 -1.244 0.583 0.794 1.997 -1.008



No. 7
20
Properties=species:S:1:pos:R:3:forces:R:3 method="wB97M-V/def2-TZVPD" de_lowest_kcal_mol=77.35 energy_ev=-20202.761 mol_weight_g_mol=136.220
C -0.322 3.701 0.192 -2.592 -2.590 0.451
C 1.240 -2.068 0.748 2.688 1.354 -0.709
C 0.343 -2.732 -0.176 0.752 -0.495 -3.847
C -0.896 -2.029 -0.003 -2.484 0.522 -0.621
N 0.111 1.409 -1.158 0.431 2.318 -0.023
N -1.362 -1.150 -0.831 -0.675 0.566 2.467
O 0.483 1.235 1.254 -0.305 0.497 0.587
S -0.543 1.753 0.336 0.258 0.447 0.220
H -1.291 4.196 -0.013 0.521 -0.428 0.342
H 0.012 3.752 1.179 0.458 1.023 1.602
H 1.125 -1.015 0.797 -0.987 1.070 0.604
H 1.279 -2.529 1.665 0.026 -0.684 2.362
H 2.239 -2.015 0.354 0.812 -0.803 -0.173
H 0.270 -3.762 0.018 -0.358 -1.445 0.596
H 0.745 -2.714 -1.224 -0.546 0.442 0.697
H 0.398 3.979 -0.488 1.780 0.427 -1.522
H -1.308 -2.415 0.964 -0.537 1.261 -0.389
H -0.091 2.283 -1.614 0.371 -0.081 -1.172
H -0.297 0.653 -1.632 -0.847 -1.542 -0.491
H -2.133 -0.533 -0.367 1.234 -1.859 -0.983



No. 8
20
Properties=species:S:1:pos:R:3:forces:R:3 method="wB97M-V/def2-TZVPD" de_lowest_kcal_mol=0.00 spin_multiplicity=3 energy_ev=-20201.026 mol_weight_g_mol=136.220 s2=2.01
C 3.242 -0.012 -0.362 0.684 0.177 -1.667
C -0.419 -1.620 0.449 0.040 -0.061 0.225
C -1.615 -0.357 -1.299 -0.167 0.227 -0.066
C -1.517 1.500 1.339 0.707 -0.296 -0.346
N 2.631 -0.150 0.839 -0.410 -0.401 1.711
N -0.523 -0.443 -0.368 0.492 0.324 0.021
O 0.083 1.957 -0.696 0.327 0.954 -0.874
S 0.006 0.975 0.375 -1.337 -0.572 0.874
H 2.498 0.080 -1.174 0.082 0.040 -0.013
H 3.881 -0.885 -0.590 -0.028 0.090 0.016
H 3.879 0.890 -0.392 -0.034 -0.050 -0.024
H 0.506 -1.536 1.018 0.014 -0.207 0.140
H -1.261 -1.735 1.142 -0.062 -0.063 0.045
H -0.373 -2.504 -0.185 0.024 -0.069 -0.027
H -1.502 -1.117 -2.073 0.002 -0.018 0.010
H -2.594 -0.485 -0.821 -0.053 -0.014 0.031
H -1.564 0.627 -1.765 -0.116 -0.048 -0.107
H -1.902 2.399 0.875 -0.028 0.111 -0.149
H -2.259 0.711 1.334 -0.150 -0.175 0.024
H -1.199 1.704 2.354 0.014 0.048 0.177